[1]
Computed, not measured: C15H35O15P2S2V as an isolated structure in a non-equilibrium geometry, with ωB97M-V/def2-TZVPD.

XYZ file:
```
70
C15H35O15P2S2V, DFT ωB97M-V/def2-TZVPD
H 4.367 1.490 5.023
H -2.312 0.815 -2.775
V 4.239 -1.303 1.649
H -6.075 -0.909 -5.331
C -5.571 -1.631 -4.689
H -1.502 1.295 2.824
H -6.237 -2.489 -4.598
H -4.541 -1.804 -5.000
H 1.185 0.596 6.994
C -1.067 2.132 2.278
O 2.403 1.453 4.694
H 1.053 4.151 1.215
H 0.970 2.255 2.878
C 0.433 2.096 1.943
S -0.525 2.943 -0.308
H -5.219 -4.234 -0.967
C -5.137 -3.147 -0.958
H 2.977 0.532 7.535
O -5.525 -1.028 -3.412
H 1.854 -0.676 7.977
O 2.420 -0.722 0.211
O 3.287 -0.820 3.630
C 2.168 -0.461 -3.117
C 2.772 0.784 -5.058
O -4.266 -2.702 -1.951
H -0.760 -2.199 4.415
H -1.269 0.109 -3.779
H 2.373 1.417 -5.850
C 2.024 0.972 -3.650
C 1.569 -1.457 -4.053
H -2.532 1.855 0.485
H 0.486 -1.541 -3.963
C 3.546 2.206 5.070
C -1.804 2.522 0.947
P 2.325 -0.229 4.574
O 2.479 -0.734 6.156
H 0.905 -2.615 4.841
H 1.769 2.842 0.354
H -4.774 -2.800 0.009
O -2.957 -1.045 -3.368
P -4.238 -1.200 -2.404
O 0.786 -0.607 4.184
H 0.335 -2.364 3.223
H 3.776 3.059 4.432
C -1.904 -0.182 -2.943
C 0.287 -1.955 4.232
O 1.076 -0.418 -6.595
C 1.692 -1.658 0.649
O -0.764 4.178 -1.004
H 0.964 1.089 -3.875
H 2.004 -2.449 -3.933
O 2.314 -2.413 1.419
H 1.671 -0.578 -2.154
O 0.427 -1.843 0.373
H -2.278 3.479 1.161
O 3.183 -1.701 -6.165
H -6.126 -2.693 -1.018
H 3.205 -0.763 -2.965
H 2.241 1.786 -2.958
H -1.372 -0.545 -2.064
H -1.309 2.915 2.997
O -4.407 -0.308 -1.248
H 3.478 2.599 6.085
S 2.192 -0.722 -5.685
O -0.416 1.720 -1.029
H 0.623 1.052 1.691
C 2.091 0.015 7.168
C 0.833 3.161 0.814
H 0.265 -1.259 -0.372
H 3.845 0.687 -4.890
```

Spin multiplicity: 5
HOMO (alpha / beta) (eV): -6.00 / -9.55
Lowest unoccupied orbital energy (alpha / beta) (eV): 0.1 / 0.1
Orbital gap (alpha / beta) (Ha): 0.223 / 0.353

[2]
Computed, not measured: a 3-piece molecular cluster, C15H36BF3N2 overall in a non-equilibrium geometry, with ωB97M-V/def2-TZVPD.

XYZ file:
```
57
C15H36BF3N2, DFT ωB97M-V/def2-TZVPD
N -0.655 -0.035 4.383
H -1.736 0.567 -2.731
H -3.275 0.201 3.512
C -1.111 -1.399 4.153
C -1.764 -2.647 -3.985
B 2.310 -0.186 0.259
H 2.406 -0.612 1.370
C 4.458 2.782 -0.290
H 0.111 -2.479 -2.975
H -0.126 -1.111 -5.766
H 5.417 1.049 0.729
H 0.520 1.311 -5.672
H -0.911 0.781 2.487
C 3.736 0.199 -0.454
H -2.162 -1.534 4.443
H -0.524 -2.075 4.783
C -0.939 -1.874 2.715
N -0.285 -0.576 -3.715
C -0.589 0.316 5.798
H 1.260 -1.505 -4.759
C -1.263 0.506 -3.717
C -0.761 -1.840 -3.159
F 3.686 3.686 0.463
H 1.263 -0.036 -0.274
H -3.159 -0.217 -4.520
H 1.877 0.897 -4.605
H -1.840 -3.661 -3.580
H -2.525 -0.521 6.401
H 1.828 0.297 -6.266
C 4.383 1.372 0.409
H -1.238 -2.922 2.634
H 0.076 -0.401 6.292
C -1.226 0.988 3.515
H -2.810 1.463 -4.879
C -1.900 0.355 6.585
H -0.764 1.954 3.743
F 4.031 2.835 -1.598
H 0.103 -1.797 2.395
H -1.975 0.197 -5.771
H -1.468 -2.736 -5.033
H -1.561 -1.307 2.018
H -0.086 1.283 5.907
H -1.188 -1.663 -2.166
H -1.682 0.383 7.657
C 1.215 0.518 -5.388
C -2.746 1.157 3.519
H -2.765 -2.217 -3.939
C -2.357 0.472 -4.785
H 4.363 -0.756 -0.367
H -3.058 1.706 2.626
H 3.782 1.503 1.361
H -3.086 1.734 4.379
H 3.634 0.401 -1.558
F 5.790 3.232 -0.195
C 0.492 -0.745 -4.935
H -0.725 1.454 -3.813
H -2.480 1.251 6.361
```

HOMO (eV): -8.15
Lowest unoccupied orbital energy (eV): 0.1
SMILES: BCCC(F)(F)F.CCN(CC)CC.CCN(CC)CC
Orbital gap (Ha): 0.304